No. 1
2 unconnected molecules or ions with the total composition C5H8O. Source: OMol25; level of theory: ωB97M-V/def2-TZVPD.

Structure (XYZ):
```
14
Properties=species:S:1:pos:R:3
C 0.43 -1.12 0.50
C -3.41 -0.06 0.61
C -0.26 0.02 0.85
C 1.46 -1.04 -0.66
C 0.09 1.41 0.06
O -3.56 -0.04 -0.54
H 0.47 -2.05 0.92
H -0.93 0.56 1.55
H 0.99 -0.79 -1.64
H 2.07 -0.17 -0.41
H 2.13 -1.89 -0.90
H -0.27 1.56 -0.95
H -0.30 2.23 0.71
H 1.09 1.38 -0.09
```

Computed properties:
Energy: -270.4551 Eh
Relative energy (zero: lowest compared OMol25 entry of this formula, charge and spin): 64.5 kcal/mol
Spin multiplicity: 1
Charge: 0



No. 2
C6H10N2O in the gas phase. Source: OMol25; level of theory: ωB97M-V/def2-TZVPD.

Structure (XYZ):
```
19
Properties=species:S:1:pos:R:3
C 1.64 -0.27 1.21
C 1.00 -0.64 -1.19
C 0.15 1.36 0.08
C -1.93 -0.69 0.40
C 0.52 -0.13 0.18
N -0.79 1.65 -0.86
C -0.68 -0.93 0.65
N -3.10 -0.39 0.34
O 0.67 2.22 0.74
H -1.13 2.60 -0.90
H -1.33 0.94 -1.31
H -3.71 -0.71 -0.40
H -0.45 -1.81 1.24
H 1.84 -0.04 -1.53
H 1.31 0.08 2.18
H 2.50 0.33 0.91
H 1.95 -1.31 1.29
H 0.21 -0.59 -1.93
H 1.33 -1.67 -1.10
```

Computed properties:
Structure (SMILES): CC(C)(C=C=N)C(N)=O
Energy: -419.3548 Eh
Relative energy (zero: lowest compared OMol25 entry of this formula, charge and spin): 19.9 kcal/mol
Spin multiplicity: 1
Charge: 0



No. 3
3 unconnected molecules or ions with the total composition C3H10O3S. Source: OMol25; level of theory: ωB97M-V/def2-TZVPD.

Structure (XYZ):
```
17
Properties=species:S:1:pos:R:3
O 2.56 0.84 -0.56
C 1.42 1.14 -0.27
C 0.24 0.26 -0.56
C -0.40 -0.26 0.72
S -1.81 -1.35 0.34
H 1.23 2.11 0.20
H -0.49 0.86 -1.11
H 0.58 -0.58 -1.16
H -0.75 0.56 1.34
H 0.34 -0.84 1.27
H -2.17 -1.57 1.60
H 2.77 -0.99 0.11
H 3.24 -2.41 0.20
O 2.48 -1.86 0.38
H -3.01 0.83 -0.27
H -3.35 1.58 -1.53
O -2.87 1.68 -0.71
```

Computed properties:
Structure (SMILES): O=CCCS.O.O
Energy: -744.1969 Eh
Relative energy (zero: lowest compared OMol25 entry of this formula, charge and spin): 3.2 kcal/mol
Spin multiplicity: 1
Charge: 0



No. 4
C5H8S in the gas phase. Source: OMol25; level of theory: ωB97M-V/def2-TZVPD.

Structure (XYZ):
```
14
Properties=species:S:1:pos:R:3
C 2.90 -0.12 -0.25
C 1.60 -0.70 0.25
C 0.37 0.10 0.13
C 0.47 1.43 0.08
C -0.93 -0.55 -0.10
H 3.18 0.75 0.33
H 2.93 0.24 -1.26
H 3.73 -0.85 -0.17
H 1.68 -0.88 1.31
H 1.42 -1.70 -0.15
H 1.39 1.96 0.21
H -0.34 2.06 -0.11
H -0.86 -1.68 -0.20
S -2.48 -0.05 -0.04
```

Computed properties:
Structure (SMILES): C=C(C=S)CC
Energy: -593.4431 Eh
Relative energy (zero: lowest compared OMol25 entry of this formula, charge and spin): 28.3 kcal/mol
Spin multiplicity: 1
Charge: 0



No. 5
C17H18N2O4S in the gas phase. Source: OMol25; level of theory: ωB97M-V/def2-TZVPD.

Structure (XYZ):
```
42
Properties=species:S:1:pos:R:3
C -4.87 2.21 4.85
H -5.07 2.39 3.79
O -3.67 2.81 5.27
C -2.51 2.42 4.69
C -2.40 1.45 3.70
C -1.15 1.11 3.16
C -0.01 1.76 3.64
C -0.12 2.72 4.63
C -1.35 3.05 5.15
H -1.45 3.80 5.93
H 0.76 3.22 4.99
H 0.96 1.51 3.24
C -1.11 0.09 2.13
C -0.03 -0.44 1.56
C -0.18 -1.48 0.52
O -1.26 -1.89 0.13
N 0.99 -1.98 0.05
H 1.86 -1.56 0.33
C 1.04 -2.98 -1.00
C 1.36 -2.36 -2.33
C 0.45 -1.49 -2.92
C 0.74 -0.89 -4.13
C 1.94 -1.17 -4.75
C 2.86 -2.02 -4.19
C 2.57 -2.62 -2.97
H 3.28 -3.30 -2.52
H 3.78 -2.22 -4.71
S 2.33 -0.36 -6.30
O 1.12 -0.03 -6.98
O 3.36 -1.11 -6.97
N 3.03 1.09 -5.83
H 2.39 1.72 -5.38
H 3.91 0.99 -5.36
H 0.04 -0.23 -4.62
H -0.49 -1.31 -2.42
H 0.04 -3.42 -1.03
H 1.77 -3.75 -0.74
H 0.98 -0.16 1.82
H -2.07 -0.28 1.79
H -3.27 0.95 3.32
H -4.87 1.13 5.04
H -5.66 2.67 5.45
```

Computed properties:
Structure (SMILES): COc1cccc(/C=C/C(=O)NCc2ccc(S(N)(=O)=O)cc2)c1
Energy: -1467.2596 Eh
Relative energy (zero: lowest compared OMol25 entry of this formula, charge and spin): 46.7 kcal/mol
Spin multiplicity: 1
Charge: 0



No. 6
A molecular structure, C8H17AlFO3. Source: OMol25; level of theory: ωB97M-V/def2-TZVPD.

Structure (XYZ):
```
30
Properties=species:S:1:pos:R:3
C 0.05 4.33 0.76
C -0.03 2.83 1.01
O -1.37 2.42 1.12
C -1.80 1.51 0.09
C -1.55 0.05 0.50
C -1.43 -1.01 -0.64
C -0.83 -0.58 -2.03
O 0.44 -1.12 -2.30
Al 1.05 -1.50 -0.64
C 2.38 -3.00 -0.36
C 1.97 -3.77 0.89
F 2.48 -3.91 -1.45
O -0.63 -2.07 -0.16
H 1.09 4.64 0.65
H -0.45 4.56 -0.18
H -0.41 4.87 1.57
H 0.49 2.61 1.93
H 0.49 2.33 0.20
H -2.87 1.68 0.03
H -1.34 1.77 -0.85
H -2.41 -0.24 1.09
H -0.71 0.01 1.18
H -2.45 -1.34 -0.83
H -0.92 0.48 -2.28
H -1.50 -1.06 -2.76
H 1.41 -0.09 0.03
H 3.38 -2.61 -0.16
H 2.79 -4.29 1.36
H 1.55 -3.05 1.59
H 1.15 -4.44 0.65
```

Computed properties:
Energy: -883.1222 Eh
Relative energy (zero: lowest compared OMol25 entry of this formula, charge and spin): 19.4 kcal/mol
Spin multiplicity: 1
Charge: -1